Density functional theory data (wB97M-V/def2-TZVPD) for a cluster of 4 separate species, C23H34FN2P2 in total at a distorted geometry.

Cartesian coordinates (Å):
C -0.1379 0.0927 2.5271
P 0.4946 -1.0953 1.1997
C -0.4668 -0.6518 -0.3423
N 0.1389 -2.8184 1.7312
C 1.1389 -3.7017 1.0166
C 0.6675 -5.1781 0.7963
C 0.4685 -5.9899 2.1500
F -0.7156 -6.7329 1.9615
P -1.5686 -3.3179 1.5282
N -2.0252 -3.4998 0.0214
H -0.5607 1.0004 2.0205
H 0.7194 0.3832 3.1718
H -0.9565 -0.4387 3.0774
H -0.3414 -1.4468 -1.1154
H -0.1679 0.3432 -0.7565
H -1.5731 -0.5784 -0.1456
H 0.3761 -2.8317 2.7352
H 1.5001 -3.2191 0.0724
H 2.0495 -3.7456 1.6747
H 1.5156 -5.6996 0.2739
H -0.2084 -5.2889 0.1087
H 0.3740 -5.3154 3.0377
H 1.2715 -6.7453 2.2812
H -1.7616 -4.5017 2.2924
H -2.3408 -2.2745 2.1480
H -2.7695 -2.8176 -0.1428
C -3.3698 3.7840 3.4786
C -2.8416 5.0646 3.5897
C -2.0508 5.5826 2.5703
C -1.7957 4.8233 1.4345
C -2.3266 3.5439 1.3213
C -3.1103 3.0221 2.3451
H -3.9836 3.3797 4.2746
H -3.0458 5.6595 4.4717
H -1.6341 6.5786 2.6607
H -1.1833 5.2290 0.6379
H -2.1291 2.9520 0.4337
H -3.5204 2.0220 2.2588
C 1.8183 -5.4506 -3.0268
C 1.5438 -6.8099 -2.9265
C 2.4510 -7.7402 -3.4192
C 3.6373 -7.3112 -4.0038
C 3.9132 -5.9523 -4.1006
C 3.0023 -5.0213 -3.6161
H 1.1082 -4.7241 -2.6456
H 0.6214 -7.1445 -2.4650
H 2.2344 -8.7992 -3.3474
H 4.3465 -8.0365 -4.3838
H 4.8385 -5.6188 -4.5550
H 3.2152 -3.9618 -3.6968
C -0.5248 7.8975 -0.6964
C 0.0029 9.1782 -0.5845
C 0.7934 9.6958 -1.6036
C 1.0483 8.9358 -2.7394
C 0.5174 7.6565 -2.8529
C -0.2657 7.1354 -1.8298
H -1.1389 7.4931 0.0999
H -0.2013 9.7732 0.2978
H 1.2100 10.6917 -1.5135
H 1.6605 9.3412 -3.5359
H 0.7147 7.0650 -3.7392
H -0.6756 6.1355 -1.9164

Output
- calculated total energy (Ha) = -1788.54907
- total charge = +1
- M (g/mol) = 419.5
- strongest force on any atom (eV/Å) = 3.5
- frontier orbital gap (Eh) = 0.2828